(1)
61
Properties=species:S:1:pos:R:3:forces:R:3 method="wB97M-V/def2-TZVPD" total_charge=0 e_above_lowest_ev=0.0000 homo_ev=-6.93 homo_lumo_gap_ev=6.513
Tl -0.99007 0.16822 0.77352 -0.277 0.123 0.036
Cl 4.02561 -6.78855 0.36165 -0.015 0.034 0.017
C 3.15260 -5.35047 0.79549 0.001 0.018 -0.007
C 3.40986 -4.71794 1.99986 0.015 -0.018 0.033
C 2.70092 -3.57973 2.34012 -0.058 -0.035 -0.078
C 1.72989 -3.07034 1.48368 -0.039 0.133 0.093
O 1.02612 -1.94657 1.78758 -0.049 -0.068 0.050
C 1.48668 -3.68146 0.24798 -0.147 0.063 -0.286
C 0.58473 -3.21133 -0.83010 0.237 -0.098 0.098
N -0.16668 -2.19023 -0.84857 -0.050 -0.156 -0.042
C -0.87040 -1.95665 -2.05724 0.183 0.014 0.319
C -1.54804 -2.92861 -2.73956 -0.121 -0.104 -0.166
C -2.16332 -2.64347 -3.97998 0.059 -0.005 0.118
C -2.06214 -1.39962 -4.52990 0.022 0.039 0.007
C -1.38319 -0.36857 -3.83494 -0.093 0.040 -0.119
C -1.22129 0.94052 -4.35453 -0.059 -0.102 -0.065
C -0.55770 1.87634 -3.62694 0.075 0.101 0.184
C -0.10860 1.53559 -2.32715 -0.167 0.067 -0.074
N -0.26050 0.34588 -1.80860 0.206 -0.164 -0.146
C -0.83624 -0.62900 -2.56739 -0.017 0.081 0.077
C 2.21503 -4.82895 -0.07087 0.067 -0.053 0.016
H 4.16381 -5.11088 2.66749 0.005 -0.004 0.007
H 2.89535 -3.08164 3.27883 0.018 -0.001 0.010
H 0.66342 -3.84023 -1.72666 -0.013 0.023 0.006
H -1.61637 -3.92556 -2.32261 0.002 0.001 0.005
H -2.70070 -3.42761 -4.49556 -0.005 -0.010 -0.009
H -2.50442 -1.18138 -5.49359 0.001 0.010 -0.014
H -1.62886 1.17452 -5.33077 0.002 -0.003 -0.010
H -0.40954 2.88432 -3.98987 -0.004 0.001 0.007
H 0.33928 2.28595 -1.68855 0.057 0.059 0.015
H 2.04700 -5.31566 -1.02299 -0.012 0.005 0.000
Br 2.28325 0.49831 0.80682 0.195 -0.072 -0.178
C 1.93949 0.74626 2.65378 -0.080 -0.020 0.058
C 2.25955 1.98284 3.13141 -0.035 0.023 0.139
C 2.02052 2.32021 4.47942 0.032 0.019 -0.142
C 1.44976 1.40987 5.30937 -0.033 -0.095 0.022
C 1.08616 0.12295 4.83959 -0.005 0.063 0.134
C 0.46094 -0.78282 5.73250 0.025 0.040 -0.036
C 0.05894 -2.01418 5.31609 0.015 -0.042 -0.105
C 0.27777 -2.39530 3.97897 -0.016 0.006 0.177
C 0.90338 -1.55091 3.11153 0.028 0.006 -0.277
C 1.32996 -0.24381 3.48547 -0.011 0.006 0.072
H 2.68093 2.71359 2.45727 0.013 0.021 -0.005
H 2.27898 3.30867 4.83280 0.006 0.010 -0.005
H 1.24395 1.65221 6.34396 0.005 0.009 0.008
H 0.29598 -0.46205 6.75285 0.000 0.004 0.009
H -0.43741 -2.69514 5.99359 0.002 -0.010 0.007
H -0.04653 -3.36336 3.62056 -0.003 -0.003 -0.017
C -4.08925 4.86881 -3.08772 -0.003 0.021 -0.016
C -2.75637 4.81860 -2.39666 -0.094 0.011 -0.103
C -1.66477 5.55086 -2.85384 -0.024 -0.012 0.033
C -0.48446 5.36951 -2.15983 0.060 0.046 -0.062
N -0.36465 4.56264 -1.11499 -0.012 -0.055 0.105
C -1.47844 3.91630 -0.71507 -0.070 -0.033 -0.185
S -1.39564 2.89725 0.69285 0.052 0.147 0.145
N -2.66699 4.01827 -1.34495 0.083 -0.089 0.123
H -4.24525 5.81954 -3.59683 0.016 0.008 -0.001
H -4.88425 4.70274 -2.36454 -0.003 0.005 0.012
H -4.15021 4.07374 -3.83463 0.016 -0.010 0.008
H -1.73465 6.22186 -3.69822 -0.005 0.004 -0.010
H 0.41706 5.89566 -2.46137 0.020 -0.001 0.008

(2)
142
Properties=species:S:1:pos:R:3:forces:R:3 method="wB97M-V/def2-TZVPD" s2=2.018 total_charge=+2 homo_ev="-10.57 / -10.57" homo_lumo_gap_ev="2.651 / 1.751" multiplicity=3
Cu -3.54542 -3.07063 3.98345 -0.535 1.500 0.074
Cu 1.05278 -7.74916 2.02975 0.796 -0.209 -0.503
O 0.74460 -2.06446 -0.48150 0.221 0.028 -0.399
C 0.17223 -2.84162 0.36859 0.095 -0.747 0.888
O 0.56414 -4.02663 0.52093 -0.595 -0.253 0.378
O -0.72242 -2.38005 1.11178 0.036 -1.282 0.220
H 0.23987 -1.31496 -0.15733 0.194 2.175 -0.991
O -4.80086 -8.40705 0.80002 -0.990 0.980 0.279
C -3.80937 -7.67058 1.21358 -0.504 -0.866 0.750
O -2.68812 -8.07179 0.86463 1.241 1.687 0.784
O -3.98463 -6.70690 2.03210 0.811 -0.686 -1.011
H -4.31292 -8.98647 0.21029 -0.434 -1.056 -0.732
C 8.34910 -3.15300 -4.48231 -0.739 1.603 -0.663
O 7.19554 -3.72049 -5.12605 -0.529 0.190 0.217
C 6.01123 -2.84765 -5.12528 -0.913 -1.783 0.330
C 4.74416 -3.83127 -5.06866 0.751 2.170 0.229
N 4.53179 -4.57836 -6.31565 -0.165 -0.985 2.009
C 4.35618 -5.99549 -5.93943 0.527 -2.729 -2.452
C 3.85124 -6.80461 -7.22105 -1.574 1.200 0.062
O 3.60419 -8.17594 -7.09350 1.074 -1.138 1.597
C 2.98851 -8.83834 -8.18535 0.567 1.465 -0.099
H 9.32616 -3.62793 -4.57109 -0.616 -1.000 -0.480
H 8.18713 -2.96867 -3.42029 -0.249 -0.005 0.117
H 8.47847 -2.20400 -5.00267 0.360 0.456 0.404
H 5.90048 -2.18591 -5.98432 0.591 -0.261 -0.518
H 5.98954 -2.16361 -4.27693 0.173 -0.271 0.407
H 3.80341 -3.31778 -4.87009 0.097 0.872 -0.123
H 4.85253 -4.34874 -4.11548 0.477 -1.063 -0.353
H 5.36549 -4.44123 -6.86904 0.140 -0.574 -0.177
H 3.70474 -6.30958 -5.12392 -0.674 1.225 0.019
H 5.26613 -6.50723 -5.62605 0.701 0.334 -0.029
H 4.44739 -6.57111 -8.10321 0.443 -0.040 -0.028
H 2.84998 -6.42143 -7.41789 -0.120 0.871 -0.294
H 3.58715 -8.64102 -9.07461 0.236 -0.514 -0.263
H 2.03902 -8.35482 -8.41510 -0.511 -0.286 0.195
H 2.90904 -9.89970 -7.95017 -0.047 0.254 -0.071
C -3.31300 -1.90120 8.84748 0.792 1.382 -0.887
O -3.65949 -1.05154 7.69317 0.140 -0.885 -0.055
C -2.63805 -0.06363 7.31023 -1.393 -1.526 3.029
C -2.85439 0.51463 5.94943 1.632 -0.538 1.291
N -3.93096 -0.06447 5.17357 1.172 1.431 0.112
C -4.15806 0.96210 4.15240 -0.992 -1.923 -1.491
C -5.18422 0.35351 3.16197 0.791 2.671 0.798
O -5.02847 -1.02028 3.05040 -0.579 -1.395 -0.183
C -5.99272 -1.60327 2.16505 -0.258 0.457 -0.067
H -3.08134 -1.24475 9.68624 0.144 -0.078 0.124
H -2.43294 -2.48245 8.57229 0.212 -0.020 0.157
H -4.06916 -2.60789 9.18942 -0.528 0.426 -0.707
H -1.63947 -0.48838 7.41279 0.006 -0.255 0.073
H -2.75262 0.70907 8.07043 0.381 0.201 0.057
H -1.85461 0.31509 5.56377 -0.321 0.244 -1.355
H -2.86639 1.58548 6.15246 -0.649 0.286 -0.711
H -4.73943 -0.13699 5.77459 -0.243 -0.172 0.157
H -3.22478 1.16033 3.62534 0.118 -0.040 0.210
H -4.58428 1.90806 4.48647 0.206 0.040 0.393
H -5.01949 0.94008 2.25814 -0.112 -0.612 -0.762
H -6.13387 0.73444 3.53765 -0.686 -1.015 -0.023
H -7.03961 -1.47906 2.44198 0.000 0.554 0.587
H -5.89467 -2.68872 2.18217 0.596 0.021 -0.473
H -5.88208 -1.09271 1.20840 0.067 -0.674 -0.395
C -6.13687 6.62458 -3.60877 0.048 -1.491 -1.011
O -5.44047 5.34230 -3.98541 -0.346 2.688 -0.086
C -5.32377 5.11524 -5.40881 -0.046 -0.067 0.211
C -4.51555 6.12685 -6.28165 -1.046 -1.066 0.743
N -3.11158 6.04515 -5.94778 0.748 0.239 -0.314
C -2.44635 5.18029 -6.93141 1.652 0.256 0.468
C -1.00964 4.59199 -6.51311 -3.137 2.312 -2.514
O -1.28644 3.72618 -5.52460 1.185 -2.864 1.996
C -0.27250 2.71550 -5.26125 -0.953 0.553 0.959
H -5.97357 6.84050 -2.55292 0.089 -0.359 -0.164
H -7.19656 6.50593 -3.83477 -0.224 -0.297 0.385
H -5.89295 7.50883 -4.19758 0.842 -0.204 -0.100
H -6.30468 4.91448 -5.83963 -0.334 0.281 -0.029
H -4.80258 4.15793 -5.40477 0.170 -0.052 -0.334
H -4.98850 7.10882 -6.26918 0.382 0.302 0.362
H -4.61787 5.80533 -7.31811 -0.289 -0.102 -0.066
H -3.03453 5.65070 -5.02118 0.185 -0.079 0.120
H -2.25345 5.75332 -7.83834 -0.182 0.211 -0.096
H -3.10053 4.35359 -7.20841 0.119 -0.468 -0.021
H -0.38098 5.44858 -6.26994 0.442 -0.157 0.264
H -0.73648 4.13691 -7.46515 0.731 -0.339 0.067
H -0.59351 2.24086 -4.33402 -0.002 0.133 0.148
H 0.70640 3.15514 -5.06998 0.066 0.120 -0.284
H -0.21441 1.88249 -5.96183 -0.091 0.444 -0.691
C -2.12730 6.15975 0.86238 -0.649 0.626 -0.628
O -1.62757 6.86007 1.96207 0.519 -0.806 0.622
C -2.07153 8.17995 2.04375 -1.832 0.474 0.462
C -3.66513 8.28854 2.39811 1.702 0.557 0.149
N -4.02813 9.30194 3.39813 1.515 -0.348 0.571
C -3.43062 10.63177 3.16142 -2.042 0.609 0.194
C -3.87467 11.69094 4.30518 -0.349 -1.093 -1.531
O -5.32969 11.81156 4.37246 1.147 0.348 1.305
C -5.80239 12.61909 5.52028 -0.440 -1.414 -0.961
H -1.80618 5.11917 0.81581 0.294 0.201 0.353
H -1.83224 6.68828 -0.04410 0.213 -0.164 -0.387
H -3.21704 6.18185 0.85399 -0.272 -0.215 0.078
H -1.94256 8.69584 1.09226 0.139 0.003 -0.315
H -1.40834 8.67987 2.74970 -0.366 -0.108 0.315
H -4.00842 7.33450 2.79819 0.107 -0.150 -0.242
H -4.15298 8.51178 1.44929 -0.251 -0.187 -0.309
H -5.03738 9.32964 3.42546 0.000 0.523 0.151
H -3.76291 10.88893 2.15566 -0.362 1.050 -0.165
H -2.35221 10.60891 3.00458 0.092 -0.216 0.890
H -3.45561 12.67716 4.10554 0.174 0.009 -0.174
H -3.43453 11.30459 5.22448 -0.310 0.003 0.300
H -6.79275 12.22462 5.74762 -0.222 0.142 -0.392
H -5.90328 13.67454 5.26741 0.383 -0.027 0.010
H -5.29685 12.43338 6.46793 0.800 0.165 -0.305
C 6.39798 -7.66247 -0.14793 0.236 0.746 -1.799
C 4.82875 -7.85796 -0.10625 1.743 -0.758 -2.035
C 4.37557 -9.13915 -0.90451 -1.233 -0.427 0.960
O 2.93336 -9.31869 -0.80725 -0.012 2.184 0.278
C 2.43153 -10.36243 -1.60939 1.649 -1.374 0.498
N 4.47762 -7.87235 1.26687 -2.231 -0.294 1.770
H 6.78764 -6.75069 0.30476 -0.708 0.043 0.904
H 6.80388 -7.43124 -1.13274 -0.524 -0.396 -0.714
H 7.06691 -8.46592 0.16047 -0.709 -0.433 0.483
H 4.26487 -7.09483 -0.64269 0.421 0.622 0.332
H 4.84866 -10.01172 -0.45405 0.216 -0.283 -0.004
H 4.51264 -9.17689 -1.98518 1.033 0.709 0.094
H 2.69229 -11.20118 -0.96396 -1.140 -0.982 -0.325
H 3.03728 -10.58336 -2.48823 0.164 0.585 -0.386
H 1.40269 -10.28621 -1.96124 0.006 0.322 0.695
H 4.90490 -8.62555 1.78670 0.102 -0.234 -0.111
H 4.71896 -7.02359 1.75826 0.180 0.163 -0.272
C 6.42629 -0.55230 2.86213 0.646 -0.603 -0.158
C 5.56999 -0.84803 4.07808 -3.228 0.893 -0.847
C 4.40821 0.22122 4.13961 0.736 1.255 1.210
O 3.70389 0.27566 5.37110 -0.674 -0.637 -0.046
C 4.23167 1.00640 6.45392 0.720 -0.124 -0.935
N 4.88116 -2.14073 3.88537 0.749 -1.011 -0.397
H 7.06701 0.32930 2.88078 0.013 -0.055 0.678
H 5.88011 -0.41382 1.92907 -0.534 -0.275 0.102
H 7.04727 -1.44149 2.75336 0.324 0.124 -0.343
H 6.14625 -0.88741 5.00245 -0.056 0.232 -0.034
H 3.55135 0.15188 3.46948 0.578 -0.966 -0.771
H 4.81814 1.20249 3.90053 0.292 0.414 0.191
H 3.68182 0.65306 7.32624 0.430 0.295 0.127
H 4.15595 2.08195 6.29406 -0.517 0.199 0.104
H 5.30885 0.84035 6.46787 0.162 -0.305 0.765
H 4.66670 -2.25503 2.90504 0.196 0.030 -0.262
H 3.98290 -2.24664 4.33483 0.136 0.520 0.595

(3)
86
Properties=species:S:1:pos:R:3:forces:R:3 method="wB97M-V/def2-TZVPD" total_charge=0 e_above_lowest_ev=0.2568 homo_ev=-8.69 homo_lumo_gap_ev=7.772
Al -0.68350 -1.12251 -0.28258 -0.080 0.056 -0.105
C -0.22910 -2.15304 5.05184 -0.003 -0.007 0.000
C -0.95886 -2.59188 3.77504 0.022 0.030 0.003
C -1.40129 -4.05038 3.94221 0.041 0.006 0.002
C -2.12210 -1.65763 3.47472 -0.049 -0.001 0.016
C -3.23708 -1.76969 4.29645 0.011 -0.025 -0.017
C -4.34805 -0.96280 4.13869 -0.006 0.020 -0.010
C -4.32928 0.01554 3.16735 -0.015 -0.026 0.026
C -3.22219 0.18694 2.34282 0.025 0.014 -0.031
C -3.20808 1.37777 1.41528 0.015 0.011 0.042
C -4.36074 1.34671 0.41479 -0.016 -0.010 -0.002
C -3.20286 2.67577 2.23006 0.009 -0.010 -0.004
C -2.13255 -0.67993 2.45596 0.002 0.022 -0.004
N -0.98516 -0.58011 1.56892 0.008 -0.023 0.017
C 0.15103 -0.23300 2.24756 0.006 -0.037 0.008
O 0.24976 0.36650 3.29975 -0.001 0.020 -0.002
C 1.39087 -0.74673 1.56143 0.014 0.004 -0.015
C 2.68521 -0.74226 2.03962 0.022 -0.016 -0.001
C 3.67094 -1.30340 1.23144 -0.010 0.012 0.017
C 3.36721 -1.78947 -0.03820 -0.010 -0.009 -0.008
C 2.05514 -1.70616 -0.45579 -0.016 -0.003 -0.016
N 1.12384 -1.24429 0.36494 0.076 -0.019 0.017
C 1.52352 -1.89398 -1.85809 0.055 0.024 0.010
O 2.22880 -2.38912 -2.71664 -0.021 0.004 0.000
N 0.29026 -1.32649 -1.99166 0.048 -0.029 0.045
C 0.02357 -0.91426 -3.35389 -0.016 -0.003 -0.009
C -0.82919 -1.63144 -4.19364 0.003 0.022 -0.003
C -1.06204 -1.16188 -5.48584 0.011 -0.012 0.018
C -0.43845 -0.02693 -5.95671 0.014 0.019 0.000
C 0.43804 0.65838 -5.12940 0.011 0.014 -0.027
C 0.68461 0.23884 -3.83113 -0.010 -0.032 0.041
C 1.66021 1.03891 -2.98408 0.002 0.007 -0.003
C 3.11669 0.68377 -3.31102 -0.002 0.002 -0.003
C 1.47406 2.55065 -3.14636 0.002 0.000 -0.006
C -1.44407 -2.94058 -3.77336 -0.014 -0.022 0.002
C -2.96811 -2.92297 -3.87847 0.011 -0.003 -0.013
C -0.84910 -4.09989 -4.57489 0.013 -0.018 -0.003
H 0.63363 -2.79849 5.23380 -0.001 -0.006 0.001
H -0.89952 -2.24654 5.90919 0.003 0.003 0.006
H 0.10792 -1.12088 4.99475 -0.005 -0.010 0.007
H -0.25529 -2.55982 2.94119 -0.001 0.002 0.000
H -1.94542 -4.18666 4.87809 0.003 -0.010 -0.002
H -0.52439 -4.69929 3.98268 -0.003 0.000 -0.010
H -2.04055 -4.39202 3.13246 -0.025 -0.002 -0.023
H -3.23799 -2.51783 5.07868 0.001 0.004 -0.005
H -5.20950 -1.08514 4.78250 -0.003 0.003 -0.003
H -5.17669 0.68220 3.06138 0.000 -0.001 -0.003
H -2.26545 1.32394 0.87803 -0.001 0.008 -0.015
H -5.32215 1.40800 0.92784 0.002 0.002 -0.004
H -4.35186 0.42496 -0.16932 -0.005 0.007 -0.002
H -4.30753 2.19148 -0.27742 0.001 0.001 -0.007
H -4.10244 2.75391 2.84256 -0.005 -0.001 0.003
H -3.17987 3.55769 1.58252 0.004 -0.007 -0.008
H -2.33832 2.71035 2.89444 -0.004 0.002 -0.001
H 2.89498 -0.31631 3.01000 0.003 -0.001 -0.001
H 4.69373 -1.33778 1.58366 0.000 0.002 0.001
H 4.11661 -2.18769 -0.70667 0.001 0.000 -0.001
H -1.72722 -1.71894 -6.13426 0.005 0.003 -0.003
H -0.62011 0.31918 -6.96624 0.005 0.007 0.001
H 0.93988 1.54045 -5.50607 0.000 0.007 -0.007
H 1.47166 0.79588 -1.93466 0.003 0.001 0.001
H 3.34211 0.96704 -4.34187 -0.004 0.002 -0.002
H 3.31359 -0.38127 -3.21149 -0.003 0.000 0.003
H 3.79644 1.23553 -2.65684 0.001 -0.001 0.000
H 1.87353 2.89762 -4.10057 0.004 0.001 -0.001
H 2.00961 3.08197 -2.35776 -0.005 0.008 -0.001
H 0.42146 2.83528 -3.11489 0.007 0.000 -0.003
H -1.16884 -3.09651 -2.73864 -0.004 0.021 -0.002
H -3.38510 -3.87310 -3.54273 0.002 -0.002 0.002
H -3.28839 -2.77018 -4.91132 -0.008 0.009 0.005
H -3.40078 -2.12770 -3.26833 -0.001 -0.003 -0.007
H -1.10759 -4.02442 -5.63381 -0.005 0.011 0.001
H -1.23551 -5.04944 -4.19975 0.000 -0.001 -0.008
H 0.23845 -4.11250 -4.49125 0.002 0.009 0.002
Br 0.33604 2.66010 0.43067 0.003 0.000 0.009
C -1.15462 2.86614 -0.75396 0.016 0.007 0.014
Br -1.61387 1.23623 -1.69367 -0.054 -0.028 -0.025
H -0.89182 3.58586 -1.51804 -0.004 0.003 0.002
H -2.01547 3.17131 -0.17484 -0.010 -0.011 -0.001
F -2.91780 -5.44792 0.66218 -0.058 -0.034 0.033
Te -2.55833 -3.77796 -0.03366 0.016 0.018 0.004
F -4.10046 -3.86927 -1.03199 -0.017 -0.006 -0.025
F -1.66344 -4.69298 -1.36660 -0.020 -0.001 -0.032
F -3.54773 -3.13178 1.37699 0.041 -0.012 0.051
F -0.95864 -3.82336 0.93148 -0.032 0.076 0.063
O -2.12851 -2.10066 -0.63370 0.005 -0.063 0.012

| no. | energy (a.u.) | F_max (eV/A) |
| --- | --- | --- |
| 1 | -5093.09457 | 0.37 |
| 2 | -6157.92660 | 4.64 |
| 3 | -7790.83870 | 0.14 |